## A
The molecule C31H36N2O2. Source: the OMol25 dataset; level of theory: the ωB97M-V functional and the def2-TZVPD basis.

## Properties
LUMO	0.3	eV
orbital gap	8.060	eV
charge	0

Last columns: bonded neighbours and bond lengths (Å).
Positions of all 71 atoms, in Å:
1 C -4.061 3.340 -1.579  C2 1.513, H23 1.099, H24 1.098, H25 1.095
2 C -3.525 3.403 -0.165  C1 1.513, C3 1.517, C4 1.521, O5 1.470
3 C -2.337 4.340 -0.047  C2 1.517, H26 1.101, H27 1.098, H28 1.100
4 C -4.640 3.880 0.752  C2 1.521, H29 1.097, H30 1.098, H31 1.100
5 O -3.197 2.053 0.314  C2 1.470, C6 1.348
6 C -2.063 1.461 -0.111  O5 1.348, C7 1.507, O22 1.222
7 C -1.555 0.479 0.912  C6 1.507, N8 1.454, H32 1.104, C47 1.466
8 N -1.945 -0.822 0.393  C7 1.454, C9 1.296
9 C -1.978 -1.815 1.226  N8 1.296, C10 1.469, C16 1.503
10 C -2.263 -3.146 0.674  C9 1.469, C11 1.403, C15 1.403
11 C -2.143 -4.311 1.447  C10 1.403, C12 1.390, H33 1.090
12 C -2.348 -5.552 0.855  C11 1.390, C13 1.403, H34 1.089
13 C -2.747 -5.630 -0.488  C12 1.403, C14 1.408, H35 1.087
14 C -2.931 -4.459 -1.246  C13 1.408, C15 1.392, H36 1.086
15 C -2.673 -3.220 -0.666  C10 1.403, C14 1.392, H37 1.091
16 C -1.669 -1.674 2.689  C9 1.503, C17 1.402, C21 1.405
17 C -0.523 -2.293 3.210  C16 1.402, C18 1.396, H38 1.096
18 C -0.143 -2.045 4.530  C17 1.396, C19 1.399, H39 1.091
19 C -0.940 -1.239 5.350  C18 1.399, C20 1.399, H40 1.089
20 C -2.120 -0.676 4.853  C19 1.399, C21 1.397, H41 1.089
21 C -2.480 -0.884 3.520  C16 1.405, C20 1.397, H42 1.093
22 O -1.510 1.665 -1.182  C6 1.222
23 H -5.027 2.817 -1.577  C1 1.099
24 H -4.205 4.364 -1.949  C1 1.098
25 H -3.365 2.814 -2.240  C1 1.095
26 H -2.004 4.395 1.000  C3 1.101
27 H -1.514 4.026 -0.703  C3 1.098
28 H -2.657 5.348 -0.349  C3 1.100
29 H -4.366 3.753 1.807  C4 1.097
30 H -4.811 4.949 0.570  C4 1.098
31 H -5.570 3.330 0.546  C4 1.100
32 H -2.103 0.679 1.850  C7 1.104
33 H -1.893 -4.231 2.504  C11 1.090
34 H -2.198 -6.454 1.446  C12 1.089
35 H -2.953 -6.597 -0.939  C13 1.087
36 H -3.273 -4.503 -2.277  C14 1.086
37 H -2.788 -2.286 -1.219  C15 1.091
38 H 0.055 -2.964 2.566  C17 1.096
39 H 0.765 -2.511 4.917  C18 1.091
40 H -0.661 -1.076 6.390  C19 1.089
41 H -2.767 -0.074 5.491  C20 1.089
42 H -3.389 -0.434 3.112  C21 1.093
43 C 1.121 4.105 3.440  C44 1.530, C55 1.528, H56 1.101, H57 1.100
44 C 0.659 2.788 4.068  C43 1.530, C45 1.523, H58 1.099, H59 1.095
45 C -0.272 2.005 3.151  C44 1.523, N46 1.446, H60 1.097, H61 1.109
46 N 0.263 1.844 1.816  C45 1.446, C47 1.467, C54 1.454
47 C -0.116 0.586 1.164  C7 1.466, N46 1.467, C48 1.539, H62 1.115
48 C 0.878 0.169 0.064  C47 1.539, C49 1.401, C53 1.406
49 C 2.196 0.598 0.269  C48 1.401, C50 1.390, H63 1.095
50 C 3.210 0.278 -0.626  C49 1.390, C51 1.395, H64 1.091
51 C 2.960 -0.647 -1.641  C50 1.395, C52 1.396, H65 1.090
52 C 1.680 -1.187 -1.785  C51 1.396, C53 1.401, H66 1.091
53 C 0.625 -0.739 -0.979  C48 1.406, C52 1.401, H67 1.092
54 C 0.715 3.051 1.143  N46 1.454, C55 1.539, H68 1.100, H69 1.107
55 C 1.676 3.853 2.038  C43 1.528, C54 1.539, H70 1.097, H71 1.099
56 H 0.284 4.818 3.396  C43 1.101
57 H 1.910 4.548 4.063  C43 1.100
58 H 1.538 2.165 4.286  C44 1.099
59 H 0.150 2.966 5.021  C44 1.095
60 H -0.411 1.009 3.589  C45 1.097
61 H -1.271 2.485 3.105  C45 1.109
62 H 0.016 -0.149 1.992  C47 1.115
63 H 2.414 1.210 1.149  C49 1.095
64 H 4.182 0.758 -0.509  C50 1.091
65 H 3.756 -0.940 -2.325  C51 1.090
66 H 1.481 -1.969 -2.519  C52 1.091
67 H -0.389 -1.099 -1.161  C53 1.092
68 H 1.225 2.803 0.201  C54 1.100
69 H -0.145 3.696 0.881  C54 1.107
70 H 1.935 4.797 1.545  C55 1.097
71 H 2.609 3.278 2.123  C55 1.099

---

## B
The molecule C31H36N2O2. Source: the OMol25 dataset; level of theory: the ωB97M-V functional and the def2-TZVPD basis.

## Properties
LUMO	0.8	eV
orbital gap	7.802	eV
charge	0

Last columns: bonded neighbours and bond lengths (Å).
Positions of all 71 atoms, in Å:
1 C -2.021 1.670 7.058  C2 1.537, C23 1.538, H24 1.093, H25 1.096
2 C -2.606 2.971 6.485  C1 1.537, C3 1.519, H26 1.087, H27 1.087
3 C -2.260 2.966 5.006  C2 1.519, N4 1.447, H28 1.097, H29 1.103
4 N -1.251 1.944 4.830  C3 1.447, C5 1.355, C23 1.461
5 C -0.639 1.746 3.637  N4 1.355, C6 1.397, C22 1.421
6 C 0.609 1.121 3.605  C5 1.397, C7 1.378, H30 1.072
7 C 1.179 0.859 2.379  C6 1.378, C8 1.385, H31 1.073
8 C 0.474 0.953 1.190  C7 1.385, C9 1.565, C21 1.446
9 C 1.177 0.178 0.026  C8 1.565, C10 1.555, H32 1.125, C53 1.533
10 C 0.329 0.348 -1.266  C9 1.555, C11 1.382, C20 1.403
11 C -0.861 -0.355 -1.286  C10 1.382, C12 1.373, H33 1.080
12 C -1.565 -0.535 -2.451  C11 1.373, C13 1.399, H34 1.075
13 C -1.177 0.161 -3.602  C12 1.399, N14 1.365, C19 1.423
14 N -1.877 -0.008 -4.762  C13 1.365, C15 1.430, C18 1.452
15 C -2.611 -1.208 -5.017  N14 1.430, C16 1.547, H35 1.112, H36 1.103
16 C -3.186 -1.043 -6.444  C15 1.547, C17 1.535, H37 1.096, H38 1.094
17 C -2.939 0.419 -6.841  C16 1.535, C18 1.524, H39 1.083, H40 1.082
18 C -1.947 0.976 -5.827  N14 1.452, C17 1.524, H41 1.096, H42 1.093
19 C -0.074 1.058 -3.545  C13 1.423, C20 1.407, H43 1.115
20 C 0.719 1.102 -2.384  C10 1.403, C19 1.407, H44 1.104
21 C -0.745 1.729 1.201  C8 1.446, C22 1.405, H45 1.104
22 C -1.261 2.169 2.432  C5 1.421, C21 1.405, H46 1.096
23 C -0.994 1.158 6.034  C1 1.538, N4 1.461, H47 1.097, H48 1.100
24 H -1.571 1.790 8.047  C1 1.093
25 H -2.817 0.921 7.141  C1 1.096
26 H -3.685 3.012 6.606  C2 1.087
27 H -2.168 3.842 6.965  C2 1.087
28 H -3.143 2.743 4.395  C3 1.097
29 H -1.871 3.936 4.655  C3 1.103
30 H 1.114 0.820 4.502  C6 1.072
31 H 2.185 0.488 2.313  C7 1.073
32 H 2.193 0.652 -0.060  C9 1.125
33 H -1.207 -0.803 -0.366  C11 1.080
34 H -2.404 -1.207 -2.491  C12 1.075
35 H -1.968 -2.115 -4.966  C15 1.112
36 H -3.411 -1.377 -4.276  C15 1.103
37 H -2.617 -1.701 -7.110  C16 1.096
38 H -4.236 -1.346 -6.485  C16 1.094
39 H -2.511 0.466 -7.835  C17 1.083
40 H -3.858 0.990 -6.828  C17 1.082
41 H -2.242 1.956 -5.434  C18 1.096
42 H -0.962 1.111 -6.283  C18 1.093
43 H 0.205 1.676 -4.430  C19 1.115
44 H 1.639 1.713 -2.359  C20 1.104
45 H -1.310 2.005 0.293  C21 1.104
46 H -2.188 2.752 2.476  C22 1.096
47 H 0.036 1.302 6.383  C23 1.097
48 H -1.107 0.079 5.855  C23 1.100
49 C 1.357 -2.801 -4.262  C50 1.498, H61 1.091, H62 1.112, H63 1.101
50 C 2.289 -2.066 -3.347  C49 1.498, O51 1.429, H64 1.095, H65 1.094
51 O 1.727 -2.148 -2.035  C50 1.429, C52 1.340
52 C 2.476 -1.565 -1.089  O51 1.340, C53 1.540, O60 1.228
53 C 1.703 -1.251 0.205  C9 1.533, C52 1.540, C54 1.588, H66 1.096
54 C 2.620 -1.626 1.445  C53 1.588, C55 1.379, C59 1.403
55 C 3.924 -1.179 1.472  C54 1.379, C56 1.395, H67 1.067
56 C 4.659 -1.131 2.658  C55 1.395, C57 1.377, H68 1.082
57 C 4.107 -1.641 3.812  C56 1.377, C58 1.393, H69 1.078
58 C 2.863 -2.269 3.782  C57 1.393, C59 1.401, H70 1.098
59 C 2.147 -2.304 2.579  C54 1.403, C58 1.401, H71 1.100
60 O 3.602 -1.150 -1.350  C52 1.228
61 H 1.676 -2.727 -5.303  C49 1.091
62 H 1.333 -3.887 -4.024  C49 1.112
63 H 0.322 -2.431 -4.213  C49 1.101
64 H 3.278 -2.535 -3.380  C50 1.095
65 H 2.368 -1.015 -3.640  C50 1.094
66 H 0.769 -1.820 0.277  C53 1.096
67 H 4.381 -0.836 0.570  C55 1.067
68 H 5.629 -0.652 2.673  C56 1.082
69 H 4.602 -1.528 4.762  C57 1.078
70 H 2.413 -2.686 4.693  C58 1.098
71 H 1.185 -2.837 2.549  C59 1.100

---

## C
A 2-piece molecular cluster, C31H36N2O2 overall. Source: the OMol25 dataset; level of theory: the ωB97M-V functional and the def2-TZVPD basis.

## Properties
LUMO	-3.0	eV
orbital gap	1.732	eV
charge	0

Last columns: bonded neighbours and bond lengths (Å).
Positions of all 71 atoms, in Å:
1 C -4.591 0.712 -1.826  C2 1.530, H23 1.089, H24 1.089, H25 1.090
2 C -4.235 0.410 -0.369  C1 1.530, C3 1.529, C4 1.525, O5 1.460
3 C -2.879 1.025 -0.022  C2 1.529, H26 1.087, H27 1.087, H28 1.087
4 C -5.304 0.939 0.581  C2 1.525, H29 1.087, H30 1.086, H31 1.088
5 O -4.167 -1.031 -0.139  C2 1.460, C6 1.411
6 C -3.373 -1.764 -1.046  O5 1.411, C7 1.445, O22 1.224
7 C -2.148 -2.267 -0.468  C6 1.445, N8 1.292, H32 1.072
8 N -1.300 -3.006 -1.105  C7 1.292, C9 1.355
9 C -0.136 -3.439 -0.563  N8 1.355, C10 1.443, C16 1.461
10 C 0.753 -4.192 -1.414  C9 1.443, C11 1.402, C15 1.399
11 C 1.872 -4.881 -0.922  C10 1.402, C12 1.375, H33 1.076
12 C 2.630 -5.663 -1.760  C11 1.375, C13 1.382, H34 1.077
13 C 2.313 -5.778 -3.100  C12 1.382, C14 1.383, H35 1.078
14 C 1.220 -5.099 -3.605  C13 1.383, C15 1.374, H36 1.077
15 C 0.448 -4.325 -2.773  C10 1.399, C14 1.374, H37 1.077
16 C 0.234 -3.091 0.807  C9 1.461, C17 1.404, C21 1.405
17 C 1.505 -2.563 1.088  C16 1.404, C18 1.373, H38 1.077
18 C 1.801 -2.081 2.339  C17 1.373, C19 1.384, H39 1.076
19 C 0.851 -2.120 3.346  C18 1.384, C20 1.383, H40 1.077
20 C -0.399 -2.654 3.096  C19 1.383, C21 1.371, H41 1.080
21 C -0.701 -3.152 1.854  C16 1.405, C20 1.371, H42 1.078
22 O -3.625 -1.907 -2.235  C6 1.224
23 H -5.561 0.290 -2.083  C1 1.089
24 H -4.611 1.785 -2.008  C1 1.089
25 H -3.855 0.267 -2.494  C1 1.090
26 H -2.567 0.697 0.966  C3 1.087
27 H -2.123 0.720 -0.741  C3 1.087
28 H -2.934 2.111 -0.024  C3 1.087
29 H -5.052 0.652 1.600  C4 1.087
30 H -5.380 2.021 0.532  C4 1.086
31 H -6.270 0.501 0.341  C4 1.088
32 H -1.902 -1.901 0.509  C7 1.072
33 H 2.115 -4.828 0.125  C11 1.076
34 H 3.474 -6.204 -1.366  C12 1.077
35 H 2.905 -6.405 -3.749  C13 1.078
36 H 0.969 -5.169 -4.650  C14 1.077
37 H -0.422 -3.813 -3.148  C15 1.077
38 H 2.226 -2.486 0.292  C17 1.077
39 H 2.761 -1.633 2.527  C18 1.076
40 H 1.071 -1.700 4.313  C19 1.077
41 H -1.156 -2.652 3.867  C20 1.080
42 H -1.673 -3.578 1.666  C21 1.078
43 C -0.278 4.076 2.979  C44 1.540, C55 1.537, H56 1.096, H57 1.100
44 C 0.599 2.894 3.434  C43 1.540, C45 1.538, H58 1.097, H59 1.099
45 C 0.717 1.824 2.336  C44 1.538, N46 1.478, H60 1.095, H61 1.094
46 N 1.110 2.394 1.030  C45 1.478, C47 1.380, C54 1.485
47 C 1.933 1.667 0.195  N46 1.380, C48 1.404, H62 1.076
48 C 2.666 2.208 -0.872  C47 1.404, C49 1.413, C53 1.417
49 C 2.904 3.598 -0.961  C48 1.413, C50 1.372, H63 1.076
50 C 3.552 4.134 -2.045  C49 1.372, C51 1.388, H64 1.076
51 C 4.036 3.312 -3.053  C50 1.388, C52 1.389, H65 1.080
52 C 3.893 1.935 -2.945  C51 1.389, C53 1.375, H66 1.079
53 C 3.223 1.381 -1.880  C48 1.417, C52 1.375, H67 1.077
54 C 0.264 3.533 0.593  N46 1.485, C55 1.531, H68 1.092, H69 1.093
55 C 0.233 4.644 1.646  C43 1.537, C54 1.531, H70 1.101, H71 1.096
56 H -1.311 3.732 2.845  C43 1.096
57 H -0.337 4.861 3.747  C43 1.100
58 H 1.594 3.271 3.698  C44 1.097
59 H 0.203 2.458 4.362  C44 1.099
60 H 1.469 1.079 2.616  C45 1.095
61 H -0.228 1.284 2.220  C45 1.094
62 H 1.959 0.601 0.345  C47 1.076
63 H 2.625 4.227 -0.134  C49 1.076
64 H 3.689 5.199 -2.110  C50 1.076
65 H 4.537 3.744 -3.907  C51 1.080
66 H 4.324 1.300 -3.702  C52 1.079
67 H 3.110 0.312 -1.814  C53 1.077
68 H 0.592 3.892 -0.385  C54 1.092
69 H -0.748 3.154 0.431  C54 1.093
70 H -0.365 5.502 1.305  C55 1.101
71 H 1.248 5.032 1.787  C55 1.096

---

Ordering by calculated energy gives the sequence A, B, C, with the first entry being the most stable.